A structure of composition C18H12Cl2N5O12P2RuS at a distorted geometry. Source: the OMol25 dataset; level of theory: ωB97M-V with the def2-TZVPD basis set.

- LUMO level (alpha / beta) (Eh) = 0.019 / -0.045
- multiplicity = 5
- net charge = -1
- strongest force on any atom (Eh/bohr) = 0.1074
- total energy (eV) = -107925.21320
- highest occupied orbital energy (alpha / beta) (eV) = -6.16 / -6.46
- ⟨S²⟩ = 6.06
- Kohn-Sham gap (alpha / beta) (eV) = 6.68 / 5.25
- ΔE to the lowest compared entry with this formula, charge and spin (kJ/mol) = 138.7

Last column: Löwdin spin population.
Element x y z (Å)
Ru (8.77, 8.84, 12.69)  2.36
Cl (4.10, 10.02, 11.29)  0.01
C (5.20, 10.94, 12.13)  0.03
C (4.88, 12.19, 12.58)  -0.01
C (5.80, 13.02, 13.25)  0.04
Cl (5.48, 14.69, 13.30)  0.01
C (7.12, 12.53, 13.59)  0.00
C (8.17, 13.30, 14.18)  0.05
C (9.44, 12.72, 14.39)  -0.01
C (9.64, 11.38, 14.09)  0.04
N (8.60, 10.60, 13.57)  -0.01
C (7.43, 11.20, 13.18)  0.01
C (6.52, 10.39, 12.40)  -0.02
O (6.98, 9.27, 11.84)  0.06
H (3.83, 12.55, 12.48)  0.00
H (7.89, 14.30, 14.50)  0.00
H (10.22, 13.29, 14.89)  0.00
H (10.60, 10.85, 14.24)  0.00
O (9.18, 5.09, 12.35)  0.00
P (9.98, 6.18, 11.49)  0.01
O (10.53, 5.83, 10.17)  0.00
O (8.95, 7.33, 11.34)  0.07
O (11.19, 6.57, 12.54)  0.00
P (11.89, 7.90, 12.94)  0.01
O (12.46, 8.53, 11.56)  0.00
O (12.91, 7.72, 13.95)  0.00
O (10.63, 8.80, 13.27)  0.12
H (8.34, 5.49, 12.69)  0.00
H (13.42, 8.61, 11.52)  0.00
O (7.12, 6.82, 13.45)  -0.01
N (8.10, 7.39, 14.05)  0.11
C (8.24, 7.23, 15.37)  0.06
C (7.97, 5.95, 15.92)  0.01
N (7.51, 4.90, 16.22)  0.03
C (8.73, 8.23, 16.24)  0.00
N (9.15, 9.17, 16.80)  0.02
N (8.54, 7.91, 8.49)  0.22
C (9.55, 8.51, 7.87)  0.14
C (10.83, 8.67, 8.47)  0.06
C (11.67, 9.70, 8.07)  0.03
C (11.33, 10.45, 6.91)  0.21
C (10.24, 10.07, 6.15)  0.04
C (9.35, 9.09, 6.60)  0.13
S (12.26, 11.93, 6.55)  -0.02
O (12.01, 12.54, 7.92)  0.14
O (11.70, 12.71, 5.50)  0.00
O (13.64, 11.41, 6.51)  0.05
H (8.05, 7.22, 7.91)  0.01
H (8.66, 7.59, 9.45)  0.00
H (11.03, 8.04, 9.36)  0.00
H (12.59, 9.96, 8.59)  0.00
H (10.00, 10.55, 5.19)  0.00
H (8.42, 8.87, 6.13)  0.00